# 1
17
Properties=species:S:1:pos:R:3:nbo_charge:R:1 method="wB97M-V/def2-TZVPD" smiles="C=C/C=C/O.C=C" total_charge=0
O 2.62574 -0.75926 -0.04789 -0.671
C 1.57358 0.02234 -0.39891 0.202
C -0.58028 -1.93961 0.07306 -0.412
C -1.57229 -1.19138 0.54160 -0.375
C -1.11257 1.43433 -0.79173 -0.399
C -0.12969 1.78908 0.04321 -0.206
C 1.12261 1.07451 0.29507 -0.376
H 2.90285 -0.51331 0.84605 0.476
H 1.13094 -0.32306 -1.32857 0.186
H 0.33279 -2.10476 0.63837 0.198
H -0.62327 -2.39712 -0.91320 0.192
H -1.50671 -0.69273 1.50522 0.197
H -2.48126 -1.01630 -0.02790 0.194
H -1.04993 0.56126 -1.43369 0.192
H -2.03488 2.00532 -0.84273 0.201
H -0.28503 2.66890 0.66609 0.203
H 1.68742 1.38178 1.17593 0.198



# 2
10
Properties=species:S:1:pos:R:3:nbo_charge:R:1 method="wB97M-V/def2-TZVPD" total_charge=+1
C -0.52565 0.41695 -0.30736 0.504
N 0.54355 0.88159 -0.93153 -0.709
O -1.21941 1.38001 0.30011 -0.627
S -0.79145 -1.30464 -0.27933 0.231
H -1.81074 -1.14275 0.55289 0.155
H 1.97107 -2.21605 0.96134 0.028
H 1.33357 0.37795 -1.46403 0.466
H 0.68545 1.81280 -0.92370 0.423
H -2.04265 1.22586 0.85879 0.557
H 1.85625 -1.43170 1.23283 -0.026



Summary of Kohn-Sham gap in eV
9.1274, 11.1805
(order as listed above)
Summary of energy relative to the best compared isomer or geometry (same formula, charge and spin) in eV
2.084, 1.191
(order as listed above)